Entry 1:
9 unconnected molecules or ions with the total composition C28H52N2O19 at a distorted geometry, computed with wB97M-V/def2-TZVPD.

The geometry in XYZ format:
```
101
Properties=species:S:1:pos:R:3:forces:R:3:mulliken_charge:R:1
C 0.687235 -0.022689 -5.170275 -0.825 0.140 0.558 -1.37
C -0.268205 -1.198419 -5.364715 1.721 0.321 0.866 0.89
C -1.633385 -1.097359 -4.679155 1.800 0.052 1.033 0.17
O -2.510215 -0.912349 -5.715395 -2.088 0.351 0.997 -0.40
C -1.941565 -1.056279 -6.878935 -2.118 0.156 -3.223 0.60
O -2.671515 -1.049539 -7.877505 3.159 -0.162 1.750 -0.63
O -0.609225 -1.151859 -6.711885 -0.824 -0.799 -2.809 -0.39
H 1.110955 -0.000639 -4.166245 -0.076 0.004 -0.015 0.15
H 0.025825 0.833751 -5.301225 0.401 0.539 0.011 0.46
H 1.491285 0.001131 -5.905835 -0.183 -0.241 0.003 0.37
H 0.278345 -2.107539 -5.113965 -0.270 -0.292 -0.328 0.12
H -1.596825 -0.197049 -4.065795 -0.460 -0.339 0.564 -0.15
H -1.862745 -2.044049 -4.190005 -0.165 0.320 0.539 0.17
C -3.442435 4.413101 2.253115 0.418 0.928 2.264 -1.74
C -3.065555 3.519331 1.183075 -0.441 -2.186 -1.176 1.18
C -3.832385 2.130811 1.093945 1.185 0.481 0.060 -0.26
O -4.119905 2.064391 -0.304755 -0.291 -1.878 1.116 -0.22
C -3.917365 3.211891 -0.897295 -1.484 1.446 -2.423 0.47
O -4.256585 3.428421 -2.045455 1.135 -0.083 1.850 -0.61
O -3.438035 4.109051 -0.023775 -0.210 1.082 -1.826 -0.43
H -3.166975 3.919411 3.185045 -0.272 0.019 0.327 0.37
H -4.490185 4.710121 2.298915 0.016 -0.267 -0.259 0.39
H -2.824175 5.310721 2.242525 -0.110 0.141 -0.190 0.39
H -1.993965 3.360491 1.062455 0.161 -0.169 0.680 -0.05
H -4.704575 1.990041 1.732345 -0.399 0.539 -0.381 0.38
H -3.190425 1.284841 1.339595 0.289 0.029 -0.069 0.10
C 1.432635 -3.134849 -1.216035 1.262 -0.800 0.041 -1.37
C 2.679435 -2.555109 -1.970815 -2.308 -0.257 0.901 1.01
C 3.807565 -3.466429 -2.268905 1.717 -1.172 2.272 -0.62
O 3.966985 -3.548839 -3.664025 2.871 -2.606 2.495 -0.29
C 3.073445 -2.879699 -4.205365 -3.346 2.986 -6.767 0.43
O 3.000875 -2.786449 -5.464525 -0.691 0.216 4.826 -0.62
O 2.241815 -2.281499 -3.269065 -0.009 1.101 -2.405 -0.07
H 0.479235 -2.606959 -1.194505 0.538 0.694 -0.391 -0.10
H 1.727205 -3.299219 -0.179545 -0.085 -0.188 0.097 0.39
H 1.215205 -4.105699 -1.661315 0.030 -0.174 0.017 0.59
H 3.139455 -1.761249 -1.382365 -0.735 0.963 -0.545 0.04
H 3.647665 -4.436079 -1.797405 0.322 -0.277 -0.385 0.32
H 4.686615 -2.980999 -1.844965 0.380 -0.611 -0.184 0.34
C -2.781745 -0.886169 -1.173555 -0.322 0.313 1.477 0.22
C -4.067265 -1.589569 -0.759985 0.792 -1.133 -1.285 0.04
C -4.113045 -2.322139 0.604695 1.751 1.645 -1.469 -0.17
O -5.175155 -1.658879 1.257455 0.649 -3.230 2.178 -0.32
C -5.730915 -0.793969 0.509305 -3.658 5.872 -0.101 0.63
O -6.609045 0.006461 0.917315 2.635 -2.892 -1.615 -0.63
O -5.122105 -0.685529 -0.686775 -1.227 0.373 0.062 -0.28
H -1.976345 -1.619869 -1.207215 0.067 0.097 -0.582 0.03
H -2.520995 -0.195929 -0.371255 0.142 0.204 0.214 -0.62
H -2.928715 -0.246759 -2.043975 0.146 -0.523 -0.222 0.26
H -4.238095 -2.326669 -1.544585 -0.553 0.021 -0.190 0.39
H -3.197105 -1.973849 1.082035 0.092 -0.849 0.628 0.09
H -4.163795 -3.391189 0.398145 -0.498 0.071 0.953 0.34
C 1.824945 -0.761659 1.489005 0.529 -0.535 1.493 -1.87
C 0.428975 -0.284299 1.078655 0.447 -0.294 1.277 1.15
C 0.020555 1.141701 1.540445 0.522 -0.601 1.097 -0.43
O -0.168785 1.869621 0.347535 -0.135 -0.336 -1.766 -0.41
C 0.016325 1.026101 -0.765625 1.163 0.644 -0.182 0.26
O -0.009625 1.310631 -1.941405 -0.549 -0.141 2.515 -0.26
O 0.426675 -0.168159 -0.290575 -0.545 0.232 -2.852 -0.09
H 2.300845 -1.604849 0.988345 -0.643 0.250 -1.096 0.12
H 1.819135 -1.254259 2.461325 -0.524 0.516 0.575 0.49
H 2.602465 -0.001269 1.562235 -0.315 0.393 -0.245 0.42
H -0.338955 -1.012739 1.338955 0.112 -0.165 0.267 0.05
H 0.795465 1.533381 2.199385 0.412 0.516 -0.551 0.38
H -0.855425 1.218631 2.184525 -0.458 -0.407 -0.414 0.15
C 5.657515 -3.961549 6.488275 -1.054 -1.151 1.869 -1.02
N 5.342565 -3.526289 5.180165 1.750 -0.212 -2.247 0.18
C 3.961565 -3.153429 4.852605 0.304 0.338 -0.152 -0.90
C 6.406525 -3.343069 4.293675 -3.293 1.960 -2.107 0.13
O 6.176735 -2.827229 3.167905 1.431 -1.596 2.604 -0.60
H 4.968945 -4.728529 6.842855 -0.496 -0.232 -0.325 0.33
H 5.523295 -3.210789 7.267025 0.479 0.501 -0.103 0.34
H 6.592035 -4.508309 6.614055 0.376 0.654 -0.483 0.35
H 3.773835 -2.256519 5.442865 -0.849 -0.353 0.402 0.37
H 3.692295 -2.854879 3.839465 1.412 0.163 -0.349 0.19
H 3.274135 -3.996769 4.918385 0.005 -0.047 1.189 0.35
H 7.385815 -3.612209 4.718835 -0.124 -0.015 -0.320 0.31
C -0.680395 4.360401 -4.141435 0.387 -0.401 0.255 -0.89
N 0.464715 5.118591 -3.611105 -0.419 -0.097 -0.564 0.08
C 1.244945 4.619351 -2.482525 -0.293 0.131 -0.224 -0.65
C 0.916095 6.135721 -4.410105 -1.779 -1.542 0.873 0.04
O 1.893805 6.775931 -4.206815 1.794 1.299 0.003 -0.55
H -0.447525 3.759571 -5.020565 0.452 -0.021 -0.160 0.38
H -1.485205 5.022261 -4.461325 -0.099 -0.006 0.460 0.37
H -0.996205 3.625371 -3.401105 -0.303 0.372 0.145 0.14
H 1.947785 5.388751 -2.162915 0.069 -0.113 -0.289 0.32
H 0.611465 4.394511 -1.624475 -0.286 0.025 -0.109 0.15
H 1.755575 3.693491 -2.747345 0.243 0.011 -0.012 0.25
H 0.183535 6.295841 -5.216275 0.205 0.281 -0.341 0.35
C -0.940475 3.386831 5.097135 0.997 0.610 1.316 -0.21
O 0.465715 3.356371 5.450085 -0.367 -0.613 -0.752 -0.52
H -1.435745 2.642951 5.721205 -0.052 0.092 -0.064 0.26
H -1.197975 4.393451 5.426545 -1.124 -0.140 -0.383 0.36
H -1.188125 3.201641 4.051925 0.370 0.098 -0.138 -0.15
H 0.799095 4.236721 5.261815 0.205 -0.079 -0.008 0.30
C -0.151015 -2.659819 4.897055 0.979 -0.796 1.378 -0.51
O 0.054805 -3.043209 3.582195 -0.417 0.185 -1.994 -0.38
H 0.838585 -2.680739 5.353515 0.027 0.591 0.649 0.15
H -0.601675 -1.672629 4.999345 -0.001 -0.176 -0.334 0.23
H -0.714075 -3.421309 5.436685 -0.501 0.215 0.124 0.29
H 0.513255 -3.885969 3.547955 -0.074 0.011 0.135 0.25
```
Forces are in eV/Å.

Kohn-Sham gap in eV: 8.35
Spin multiplicity: 1
E_HOMO in eV: -8.81
E in Eh: -2637.06774
Charge: 0
Structure (SMILES): C[C@H]1COC(=O)O1.C[C@H]1COC(=O)O1.C[C@H]1COC(=O)O1.C[C@H]1COC(=O)O1.C[C@H]1COC(=O)O1.CN(C)C=O.CN(C)C=O.CO.CO

Entry 2:
8 unconnected molecules or ions with the total composition C28H52N2O20P2 at a distorted geometry, computed with wB97M-V/def2-TZVPD.

The geometry in XYZ format:
```
104
Properties=species:S:1:pos:R:3:forces:R:3:mulliken_charge:R:1
C 0.161398 4.086375 3.751432 -1.034 -0.807 -1.159 -0.58
C 1.562337 4.137853 3.172917 -0.591 0.482 0.551 -0.49
O 2.025408 2.790197 3.105635 0.819 -0.608 -0.031 0.13
P 3.416107 2.475898 2.355539 -0.331 -0.054 -1.217 0.26
O 4.324884 3.618010 2.216967 -0.075 -0.182 0.529 -0.86
O 3.891281 1.180043 3.156446 -0.731 0.940 -0.185 -0.09
C 5.266068 0.841978 3.279801 1.194 -1.153 -0.193 -0.26
C 5.340934 -0.545169 3.910047 0.017 0.164 0.637 -1.25
O 2.989900 1.853024 0.946404 0.765 0.059 0.827 0.30
C 2.556366 2.636245 -0.175960 -0.798 -0.419 -0.066 -1.20
C 1.029261 2.673902 -0.108958 0.798 0.428 -0.130 0.88
H -0.515257 3.620343 3.022557 0.313 -0.054 -0.211 -0.26
H 0.044829 3.396074 4.587647 0.408 0.542 0.474 0.26
H -0.303761 5.061634 3.887506 0.440 0.151 0.516 0.52
H 1.549715 4.565707 2.169272 0.062 0.177 0.108 0.38
H 2.194281 4.741436 3.827135 0.292 -0.151 -0.223 0.41
H 5.750762 0.777002 2.302216 -0.230 0.266 -0.110 0.34
H 5.836887 1.557843 3.871957 -0.409 0.231 0.068 0.30
H 4.745097 -0.576694 4.826665 -0.247 -0.005 -0.154 0.31
H 5.030241 -1.339402 3.233466 -0.121 0.085 -0.054 0.26
H 6.343992 -0.783334 4.268872 0.153 0.167 -0.362 0.40
H 2.995481 3.634330 -0.244456 0.050 0.031 0.662 0.43
H 2.905535 2.141889 -1.083035 -0.044 -0.410 0.212 0.38
H 0.582626 1.687374 -0.005295 0.328 -0.093 -0.317 -0.77
H 0.709291 3.211930 0.782352 -0.119 0.274 -0.223 -0.38
H 0.708742 3.190780 -1.017625 -0.463 -0.031 0.190 0.42
C -3.967021 -0.052206 2.525239 -0.531 0.782 -0.617 -0.53
C -4.700244 -0.743571 1.374422 0.071 -0.239 1.324 -0.58
O -3.732103 -1.158336 0.417396 0.210 -0.556 -0.838 0.05
P -3.651673 -2.683678 -0.080483 0.686 0.969 -0.109 0.56
O -4.934305 -3.367970 -0.180152 0.112 -0.512 0.360 -0.83
O -2.900073 -2.462750 -1.474074 0.021 0.296 0.600 -0.12
C -2.986569 -3.418463 -2.551323 0.517 0.221 -0.141 -0.37
C -1.952585 -4.517538 -2.339513 -0.689 -0.340 1.680 -1.01
O -2.548773 -3.327342 0.914276 -0.870 0.043 -0.810 -0.51
C -1.283218 -2.642042 1.020751 -0.159 0.560 -0.222 1.99
C -0.273237 -3.567498 1.655718 0.860 0.794 0.933 -0.66
H -3.361602 0.748908 2.094723 -0.013 -0.054 0.147 -0.14
H -4.721980 0.427218 3.155110 0.108 -0.167 0.207 0.51
H -3.300003 -0.667852 3.123573 -0.177 -0.310 -0.073 0.15
H -5.276711 -1.595765 1.744610 0.084 -0.069 -0.148 0.39
H -5.425178 -0.054516 0.937484 0.254 0.003 -0.326 0.29
H -4.021962 -3.750899 -2.584950 0.114 -0.390 -0.153 0.42
H -2.749144 -2.854630 -3.451964 -0.273 0.171 0.017 0.25
H -0.907058 -4.227913 -2.431726 -0.085 0.196 -0.614 0.11
H -2.038068 -4.736116 -1.266559 0.051 -0.272 -0.049 0.41
H -2.191006 -5.471106 -2.807137 0.150 0.215 -0.488 0.46
H -0.972563 -2.255243 0.044706 -0.123 -0.563 -0.123 -0.17
H -1.459886 -1.718603 1.579470 0.105 -0.351 0.225 -0.80
H -0.190011 -3.360193 2.728597 -0.706 -0.548 0.148 0.27
H -0.453885 -4.619409 1.459819 -0.085 -0.007 -0.008 0.37
H 0.760054 -3.308345 1.399609 -0.780 -0.175 -0.404 -0.41
O 4.798279 -0.875321 -0.868198 -0.184 -0.131 -0.235 -0.60
C 3.709938 -1.356986 -0.796189 -0.187 0.368 0.719 0.43
O 2.569587 -0.663147 -0.584611 0.005 -0.056 -0.648 -0.21
C 1.464474 -1.572217 -0.663663 0.075 -0.863 0.996 2.39
C 2.098723 -2.924094 -0.431736 0.263 0.261 0.658 -0.28
O 3.436885 -2.671883 -0.795168 1.269 -0.508 -0.768 -0.41
H 0.733934 -1.243888 0.077904 0.430 -0.249 0.194 -1.32
H 0.889948 -1.536237 -1.592969 1.803 -0.428 0.436 -0.49
H 1.675286 -3.693158 -1.076787 0.084 -0.124 0.206 0.27
H 2.140794 -3.235914 0.620591 0.011 -0.090 -0.518 0.40
O -2.619343 0.732482 -6.034469 0.263 0.586 -0.015 -0.56
C -1.698745 1.368155 -5.609863 -0.217 -1.688 -0.348 0.76
O -1.711009 2.038865 -4.468928 -0.629 1.592 1.414 -0.36
C -0.497230 2.776594 -4.260465 1.147 -1.574 -0.988 0.48
C 0.429614 1.963299 -5.196092 0.663 0.941 -0.655 -0.31
O -0.461220 1.355300 -6.131138 0.041 -0.008 -0.004 -0.37
H -0.513634 3.812090 -4.592731 -0.658 0.035 0.128 0.39
H -0.142077 2.684128 -3.238229 -0.446 0.087 0.156 -0.42
H 1.058346 1.212521 -4.716898 -0.280 -0.092 0.170 0.16
H 1.064427 2.609908 -5.803616 0.170 -0.005 0.277 0.38
O -1.061368 0.567060 1.733614 0.166 -0.081 -0.034 0.09
C -0.341876 0.247703 2.628151 0.860 -0.032 0.206 -0.01
O 0.768047 -0.493039 2.507422 -0.087 -0.060 -0.981 0.05
C 1.408203 -0.727081 3.772810 -1.153 -0.205 -0.466 -0.20
C 0.639938 0.276698 4.656008 1.852 0.356 0.038 -0.40
O -0.514021 0.599332 3.899290 -0.846 -0.041 0.775 -0.39
H 1.190598 -1.773088 4.007569 0.186 0.102 0.298 0.46
H 2.465439 -0.570779 3.593411 0.014 0.221 0.488 -0.26
H 1.211708 1.204644 4.723369 0.086 -0.111 0.173 0.13
H 0.461188 -0.094383 5.661313 -0.631 -0.061 -0.157 0.50
O 1.977429 -3.680809 -7.414075 0.024 0.215 0.174 -0.55
C 1.196857 -3.339676 -6.584712 -0.623 -1.066 -0.250 0.56
O 1.471754 -2.730812 -5.433509 0.765 0.198 0.768 -0.36
C 0.279924 -2.191653 -4.900951 -0.707 1.215 0.267 1.13
C -0.856765 -2.977795 -5.550695 1.155 -0.386 -0.864 -0.15
O -0.127696 -3.620582 -6.627546 -0.507 0.149 -0.563 -0.40
H 0.231912 -2.167973 -3.813308 0.418 -0.358 -0.019 -0.73
H 0.273904 -1.147674 -5.230908 -0.335 -0.013 0.078 -0.21
H -1.606003 -2.330700 -6.001046 -0.153 -0.081 0.203 0.24
H -1.282584 -3.781515 -4.954297 -0.071 0.187 0.163 0.30
C -1.882778 1.313720 -0.942303 -0.309 0.921 0.563 -0.46
C -0.995337 0.293447 -1.413211 -0.322 -0.013 -0.552 0.64
N -0.277564 -0.489939 -1.841421 -2.333 1.597 -1.749 -0.69
H -2.748466 1.503277 -1.573864 0.019 -0.486 -0.153 0.67
H -1.333690 2.256820 -0.901856 -0.068 -0.114 0.100 0.36
H -2.168630 1.073576 0.081343 -0.185 0.108 -0.298 -0.60
C -3.366359 4.560574 2.912296 -0.447 0.016 -0.336 -1.03
C -2.617838 4.263445 1.685650 -0.053 -0.137 0.598 0.53
N -1.974920 4.015199 0.769209 -0.101 0.124 -0.148 -0.40
H -4.123007 3.804083 3.118290 0.135 -0.189 -0.184 0.27
H -3.912829 5.492063 2.769511 0.171 0.126 0.137 0.36
H -2.715741 4.615953 3.780575 0.158 0.119 -0.108 0.31
```
Forces are in eV/Å.

Kohn-Sham gap in eV: 10.33
Spin multiplicity: 1
E_HOMO in eV: -10.15
E in Eh: -3395.30722
Charge: 0
Structure (SMILES): CCOP(=O)(OCC)OCC.CCOP(=O)(OCC)OCC.O=C1OCCO1.O=C1OCCO1.O=C1OCCO1.O=C1OCCO1.CC#N.CC#N